1.
Molecular formula: C5H11BO3
Method: DFT, ωB97M-V/def2-TZVPD

## Properties
Orbital gap = 10.7959 eV
Strongest force on any atom = 4.763 eV/Å
Lowest unoccupied orbital energy = 0.612 eV
Energy relative to the best compared isomer or geometry (same formula, charge and spin) = 20.4 kcal/mol
HOMO energy = -10.18 eV

Last column: natural (NBO) charge in e.
CARTESIAN COORDINATES (ANGSTROEM)
H  1.192  0.551  1.786  0.20
B  -0.515  1.606  0.035  1.11
C  1.049  -0.287  1.123  -0.61
H  1.111  2.231  0.604  0.49
H  0.646  -1.160  1.699  0.21
C  2.134  2.341  -1.098  0.48
H  -0.053  0.260  -2.140  0.22
H  1.611  -0.116  -1.316  0.20
C  -0.068  0.024  0.095  -0.39
O  0.255  2.628  0.472  -0.89
H  1.831  -0.687  0.573  0.21
C  -1.267  -0.872  0.277  -0.60
C  0.491  -0.347  -1.326  -0.61
H  -1.174  -1.929  -0.032  0.20
H  -2.042  2.696  -0.867  0.52
O  1.554  2.776  -1.967  -0.48
H  -2.080  -0.504  -0.333  0.22
O  -1.599  1.829  -0.647  -0.90
H  0.150  -1.340  -1.671  0.22
H  -1.663  -0.908  1.323  0.20

***

2.
Molecular formula: C5H11BrFO3P
Method: DFT, ωB97M-V/def2-TZVPD

## Properties
Orbital gap = 8.0292 eV
Strongest force on any atom = 4.858 eV/Å
Lowest unoccupied orbital energy = 0.359 eV
Energy relative to the best compared isomer or geometry (same formula, charge and spin) = 82.9 kcal/mol
HOMO energy = -7.67 eV

Last column: natural (NBO) charge in e.
CARTESIAN COORDINATES (ANGSTROEM)
H  1.414  1.925  -2.116  0.23
O  -0.035  -0.096  0.661  -0.83
C  -2.068  -1.494  -0.709  -0.29
H  1.328  2.138  -0.320  0.22
H  -0.957  1.870  -0.223  0.22
C  1.093  -0.435  1.572  -0.06
H  0.396  -2.512  1.908  0.24
C  0.838  2.359  -1.341  -0.65
H  -0.590  0.333  -2.602  0.51
O  -0.738  0.485  -1.697  -0.70
F  -2.331  -2.644  -1.411  -0.37
C  0.698  -1.621  2.358  -0.67
H  1.184  0.519  1.954  0.20
H  0.627  3.474  -1.144  0.23
H  -0.103  -1.498  3.165  0.23
H  1.986  -0.538  0.965  0.19
P  -0.294  -1.147  -0.624  2.07
H  1.438  -2.001  2.994  0.23
H  -1.339  2.387  -1.816  0.19
Br  -2.762  -1.758  1.158  -0.07
O  0.849  -1.571  -1.433  -1.05
C  -0.635  1.825  -1.298  -0.07

***

3.
Molecular formula: C5H11CaO4
Method: DFT, ωB97M-V/def2-TZVPD

## Properties
Orbital gap (alpha / beta) = 8.5916 / 7.9856 eV
2S+1 = 2
Strongest force on any atom = 3.947 eV/Å
Lowest unoccupied orbital energy (alpha / beta) = 0.161 / 0.078 eV
Energy relative to the best compared isomer or geometry (same formula, charge and spin) = 96.4 kcal/mol
HOMO energy (alpha / beta) = -8.43 / -7.91 eV

Last column: Löwdin spin population.
CARTESIAN COORDINATES (ANGSTROEM)
H  -2.228  -1.586  -0.404  0.00
C  -2.509  0.345  1.430  0.00
H  3.162  1.391  -0.206  0.00
H  -0.636  -1.591  0.582  0.00
O  1.511  1.690  0.996  0.00
C  -0.110  -0.694  -1.592  0.01
O  -0.850  1.669  -1.971  0.93
H  1.452  -1.019  0.597  0.00
H  -0.292  -1.714  -1.982  0.01
C  2.522  0.862  0.532  0.00
H  0.186  -0.592  -2.653  0.01
H  2.738  -0.973  -0.664  0.00
H  -2.131  -0.135  2.343  0.00
Ca  -0.076  1.728  -0.104  0.01
C  -1.305  -1.071  -0.114  0.02
O  -1.525  0.211  0.415  0.00
H  -3.434  -0.136  1.085  0.00
O  1.005  0.066  -1.094  0.01
H  3.191  0.517  1.346  0.00
C  1.965  -0.387  -0.145  0.00
H  -2.637  1.420  1.603  0.00

***

4.
Molecular formula: C5H11Cl2N2
Method: DFT, ωB97M-V/def2-TZVPD

## Properties
Orbital gap = 7.2329 eV
SMILES = CN(C)CC[NH+]=C(Cl)Cl
Strongest force on any atom = 3.674 eV/Å
Lowest unoccupied orbital energy = -4.994 eV
Charge = +1
Energy relative to the best compared isomer or geometry (same formula, charge and spin) = 40.4 kcal/mol
HOMO energy = -12.23 eV

Last column: natural (NBO) charge in e.
CARTESIAN COORDINATES (ANGSTROEM)
Cl  -3.153  0.507  -0.200  0.19
H  0.955  2.601  0.867  0.22
H  -0.641  2.180  0.035  0.19
C  -0.039  -1.753  0.468  -0.25
C  -1.921  -0.578  -0.575  0.19
H  0.269  0.781  -1.897  0.17
C  0.232  1.851  0.568  -0.41
Cl  -1.634  -0.880  -2.179  0.23
N  -1.389  -1.287  0.372  -0.46
H  0.276  -2.312  -0.401  0.23
C  1.289  0.596  -1.316  -0.40
N  0.768  0.668  0.009  -0.43
H  -1.630  -0.925  1.278  0.42
H  0.006  -2.455  1.260  0.24
H  0.508  -0.365  1.784  0.20
H  1.768  -0.354  -1.592  0.22
H  1.926  1.407  -1.569  0.22
H  -0.201  1.617  1.504  0.20
H  1.791  -0.835  0.774  0.22
C  0.818  -0.465  0.811  -0.19

***

5.
Molecular formula: C5H11Cl2NO
Method: DFT, ωB97M-V/def2-TZVPD

## Properties
Orbital gap = 10.4585 eV
SMILES = CNC(C)=O.ClCCCl
Strongest force on any atom = 2.057 eV/Å
Lowest unoccupied orbital energy = 0.694 eV
Energy relative to the best compared isomer or geometry (same formula, charge and spin) = 0.0 kcal/mol
HOMO energy = -9.76 eV

Last column: natural (NBO) charge in e.
CARTESIAN COORDINATES (ANGSTROEM)
C  -2.919  -0.603  1.407  -0.42
Cl  2.869  2.558  0.685  -0.06
H  1.991  0.486  0.037  0.24
O  0.625  -1.345  1.325  -0.64
H  -1.222  -0.538  2.693  0.40
H  -1.708  -0.693  -0.909  0.21
N  -1.517  -0.789  1.765  -0.62
H  0.017  -0.846  -1.115  0.24
C  2.047  1.649  -1.785  -0.41
H  3.599  0.674  -0.537  0.22
H  -0.971  -2.297  -0.821  0.24
C  2.657  1.210  -0.440  -0.40
H  2.639  2.499  -2.114  0.22
H  -3.067  0.278  0.786  0.19
H  -3.534  -0.601  2.302  0.22
Cl  2.078  0.319  -2.915  -0.03
H  1.014  1.899  -1.559  0.22
C  -0.515  -1.133  0.916  0.68
H  -3.250  -1.480  0.844  0.20
C  -0.833  -1.246  -0.567  -0.73

***

6.
Molecular formula: C5H11Cl2OPS
Method: DFT, ωB97M-V/def2-TZVPD

## Properties
Orbital gap (alpha / beta) = 6.8244 / 6.8283 eV
Strongest force on any atom = 2.999 eV/Å
Lowest unoccupied orbital energy (alpha / beta) = -1.464 / -1.462 eV
Energy relative to the best compared isomer or geometry (same formula, charge and spin) = 61.4 kcal/mol
HOMO energy (alpha / beta) = -8.29 / -8.29 eV

Last column: natural (NBO) charge in e.
CARTESIAN COORDINATES (ANGSTROEM)
H  -1.942  2.264  -2.282  0.25
P  -1.900  0.208  0.519  1.74
C  -0.908  1.243  -0.637  -0.09
C  1.204  -1.726  1.020  -0.53
H  1.095  1.928  -0.337  0.26
Cl  -2.559  -1.344  -0.459  -0.21
C  -1.270  1.411  -2.070  -0.74
H  3.338  -1.536  0.816  0.22
C  0.081  2.202  0.029  -0.70
H  1.260  -0.884  1.636  0.22
S  0.623  -1.019  -0.542  -0.08
O  -1.242  -0.168  1.753  -1.07
H  0.424  -2.496  1.425  0.21
H  2.554  -3.098  0.022  0.22
H  -0.192  3.172  -0.293  0.22
Cl  -3.512  1.308  0.758  -0.25
H  2.559  -3.043  1.824  0.22
C  2.557  -2.358  0.860  -0.62
H  -1.707  0.487  -2.464  0.25
H  -0.153  1.951  1.024  0.24
H  -0.310  1.498  -2.602  0.24

***

7.
Molecular formula: C5H11Cl3Si
Method: DFT, ωB97M-V/def2-TZVPD

## Properties
Orbital gap = 11.0138 eV
SMILES = C[C@H](CCl)C[Si](C)(Cl)Cl
Strongest force on any atom = 1.509 eV/Å
Lowest unoccupied orbital energy = 0.546 eV
Energy relative to the best compared isomer or geometry (same formula, charge and spin) = 13.8 kcal/mol
HOMO energy = -10.47 eV

Last column: natural (NBO) charge in e.
CARTESIAN COORDINATES (ANGSTROEM)
C  -2.490  -0.093  -0.285  -0.37
H  2.151  2.454  1.515  0.26
H  -1.084  -1.220  0.847  0.22
Cl  -3.657  -1.412  -0.338  -0.06
H  3.588  1.444  1.264  0.26
H  0.046  1.120  -0.889  0.24
C  -1.051  -0.599  -0.069  -0.24
H  -0.507  1.320  0.786  0.25
H  -2.570  0.425  -1.240  0.20
C  2.610  1.738  0.847  -1.17
C  -0.103  0.595  0.096  -0.91
Cl  2.599  -1.252  -0.490  -0.39
C  -0.673  -1.526  -1.225  -0.63
H  -1.447  -2.280  -1.420  0.23
H  2.768  2.145  -0.138  0.26
H  -0.565  -0.980  -2.166  0.20
H  -2.881  0.620  0.445  0.22
Si  1.612  0.198  0.762  1.60
Cl  1.379  -0.655  2.720  -0.39
H  0.273  -2.041  -1.021  0.23

***

8.
Molecular formula: C5H11ClN2
Method: DFT, ωB97M-V/def2-TZVPD

## Properties
Orbital gap = 10.2432 eV
SMILES = C[C@H](N)[C@@H](N)/C=C\Cl
Strongest force on any atom = 2.880 eV/Å
Lowest unoccupied orbital energy = 0.879 eV
Energy relative to the best compared isomer or geometry (same formula, charge and spin) = 11.0 kcal/mol
HOMO energy = -9.36 eV

Last column: natural (NBO) charge in e.
CARTESIAN COORDINATES (ANGSTROEM)
H  0.025  0.092  -1.425  0.21
H  -2.977  -0.870  -0.814  0.21
Cl  2.500  -0.719  -0.204  -0.03
H  -2.045  1.060  -1.747  0.36
N  -1.488  1.473  -0.976  -0.83
H  -2.211  -0.768  2.029  0.36
C  1.819  0.764  0.442  -0.22
H  -1.086  0.322  2.123  0.36
C  0.595  1.237  0.229  -0.20
H  -0.277  -1.333  0.606  0.18
C  -0.485  0.504  -0.538  -0.12
H  -2.550  -2.262  0.102  0.21
N  -1.766  -0.031  1.449  -0.86
H  -1.745  -1.946  -1.461  0.22
H  0.243  2.164  0.721  0.23
C  -2.097  -1.452  -0.518  -0.63
H  2.582  1.364  0.972  0.22
C  -1.098  -0.610  0.257  -0.06
H  -2.083  1.647  -0.192  0.37

***

9.
Molecular formula: C5H11ClN4O
Method: DFT, ωB97M-V/def2-TZVPD

## Properties
Orbital gap = 10.0383 eV
SMILES = CNC(=O)N(C)/N=N/CCCl
Strongest force on any atom = 4.798 eV/Å
Lowest unoccupied orbital energy = 0.640 eV
Energy relative to the best compared isomer or geometry (same formula, charge and spin) = 0.0 kcal/mol
HOMO energy = -9.40 eV

Last column: natural (NBO) charge in e.
CARTESIAN COORDINATES (ANGSTROEM)
C  -0.764  2.755  -1.854  -0.39
Cl  0.984  3.086  -1.531  -0.08
H  2.257  -1.336  0.010  0.21
N  -0.277  0.491  -0.591  -0.19
C  2.392  -0.287  0.566  -0.44
H  -1.364  3.382  -1.018  0.24
H  -2.020  0.809  -1.836  0.22
N  -0.345  -1.427  0.584  -0.34
H  1.721  0.122  2.686  0.42
H  3.509  -0.204  0.753  0.22
N  -0.862  -0.629  -0.472  0.01
H  -2.138  -1.834  1.512  0.21
H  2.083  0.513  -0.116  0.23
H  -1.904  -2.716  -0.049  0.21
H  -0.929  -3.156  1.514  0.22
C  0.286  -0.991  1.784  0.76
N  1.421  -0.180  1.673  -0.62
H  -0.482  0.783  -2.661  0.21
C  -1.393  -2.374  0.910  -0.41
C  -0.954  1.242  -1.790  -0.31
H  -0.804  3.155  -2.916  0.24
O  -0.417  -1.204  2.843  -0.64

***

10.
Molecular formula: C5H11FN
Method: DFT, ωB97M-V/def2-TZVPD

## Properties
Orbital gap = 11.0048 eV
SMILES = C=C(F)C[NH+](C)C
Strongest force on any atom = 7.583 eV/Å
Lowest unoccupied orbital energy = -3.161 eV
Charge = +1
Energy relative to the best compared isomer or geometry (same formula, charge and spin) = 79.5 kcal/mol
HOMO energy = -14.17 eV

Last column: natural (NBO) charge in e.
CARTESIAN COORDINATES (ANGSTROEM)
C  0.086  -0.892  1.851  -0.46
H  -1.472  0.477  -0.064  0.25
H  0.777  -2.265  -0.241  0.26
C  -0.744  2.257  -2.169  -0.47
F  1.440  2.056  -1.121  -0.34
C  -0.422  0.790  0.194  -0.29
N  0.457  -0.224  0.582  -0.39
H  -0.183  -0.268  2.755  0.27
H  1.688  -1.122  -1.045  0.27
H  -0.053  -1.075  -1.338  0.26
H  -0.491  -1.824  1.526  0.25
C  0.105  1.749  -1.275  0.40
H  -1.829  2.061  -2.090  0.24
C  0.687  -1.225  -0.510  -0.47
H  1.249  0.410  0.757  0.46
H  -0.531  1.613  1.001  0.26
H  -0.521  2.997  -2.939  0.26
H  1.025  -1.301  2.319  0.25

***

11.
Molecular formula: C5H11FN2
Method: DFT, ωB97M-V/def2-TZVPD

## Properties
Orbital gap = 9.6312 eV
SMILES = NC1CN(CCF)C1
Strongest force on any atom = 2.857 eV/Å
Lowest unoccupied orbital energy = 1.013 eV
Energy relative to the best compared isomer or geometry (same formula, charge and spin) = 34.2 kcal/mol
HOMO energy = -8.62 eV

Last column: natural (NBO) charge in e.
CARTESIAN COORDINATES (ANGSTROEM)
H  -1.673  1.903  -0.869  0.18
H  -2.132  0.550  0.195  0.16
H  1.641  -0.974  -1.126  0.17
C  -0.707  -0.020  -1.229  -0.25
C  -1.872  0.837  -0.820  0.06
H  3.230  -0.187  2.097  0.35
N  0.256  0.232  -0.148  -0.43
H  -0.281  0.387  -2.118  0.20
F  -2.916  0.546  -1.704  -0.38
C  0.040  -0.500  1.054  -0.23
H  1.841  -0.197  2.934  0.35
H  1.851  -1.897  1.157  0.17
H  -0.470  0.033  1.855  0.19
H  -0.521  -1.429  0.900  0.16
C  1.599  -0.228  -0.330  -0.21
H  -0.941  -1.061  -1.312  0.18
C  1.583  -0.826  1.112  -0.05
N  2.239  0.034  2.070  -0.82
H  2.371  0.520  -0.551  0.19

***

12.
Molecular formula: C5H11FO2
Method: DFT, ωB97M-V/def2-TZVPD

## Properties
Orbital gap = 11.3423 eV
SMILES = CC(C)[C@H](F)C(O)O
Strongest force on any atom = 4.222 eV/Å
Lowest unoccupied orbital energy = 0.788 eV
Energy relative to the best compared isomer or geometry (same formula, charge and spin) = 6.7 kcal/mol
HOMO energy = -10.55 eV

Last column: natural (NBO) charge in e.
CARTESIAN COORDINATES (ANGSTROEM)
C  -1.488  -1.227  0.112  -0.60
C  0.587  0.418  0.464  0.16
H  1.210  -1.443  0.892  0.17
H  -1.869  -1.200  1.108  0.20
C  -1.623  1.256  -0.170  -0.60
H  -2.330  -1.226  -0.591  0.21
F  0.995  1.617  -0.178  -0.40
H  -0.278  -0.173  -1.309  0.24
C  -0.694  0.069  -0.259  -0.26
H  -0.909  -2.091  -0.016  0.21
H  2.973  0.678  0.435  0.47
O  2.845  -0.224  0.762  -0.69
C  1.636  -0.644  0.251  0.32
H  -1.277  2.099  -0.702  0.22
H  -1.821  1.585  0.828  0.20
H  -2.539  1.061  -0.514  0.20
H  0.605  0.763  1.531  0.19
O  1.673  -1.017  -1.147  -0.71
H  2.304  -0.301  -1.500  0.47

***

13.
Molecular formula: C5H11IN
Method: DFT, ωB97M-V/def2-TZVPD

## Properties
Orbital gap = 7.4318 eV
Strongest force on any atom = 4.660 eV/Å
Lowest unoccupied orbital energy = -6.103 eV
Charge = +1
Energy relative to the best compared isomer or geometry (same formula, charge and spin) = 74.1 kcal/mol
HOMO energy = -13.53 eV

Last column: natural (NBO) charge in e.
CARTESIAN COORDINATES (ANGSTROEM)
N  0.742  1.194  -1.390  -0.55
C  -0.611  -0.874  1.648  -0.73
H  -1.113  -1.802  1.524  0.26
I  -3.039  0.222  -1.075  -0.10
C  0.006  -0.453  0.328  0.62
H  2.462  1.943  -0.302  0.24
C  0.488  0.899  -0.016  -0.27
C  1.868  1.099  -0.611  -0.15
H  1.085  -1.190  -1.166  0.25
H  0.448  -2.544  -0.286  0.27
H  -4.458  -0.250  -1.272  0.13
H  0.142  1.704  0.784  0.26
H  -0.524  -1.643  -1.520  0.33
H  -1.361  -0.128  1.943  0.28
C  0.235  -1.534  -0.692  -0.77
H  0.105  -0.866  2.389  0.29
H  0.535  2.164  -1.690  0.41
H  2.614  0.258  -0.874  0.22